The following is a DFT calculation (ωB97M-V/def2-TZVPD) of a cluster of 2 separate species, C3H12NO in total in a non-equilibrium geometry.

Structure (XYZ):
```
17
C3H12NO ωB97M-V/def2-TZVPD
C 0.4018 -0.3343 2.6850
N 0.4646 -1.0954 1.4331
H 0.9676 0.7423 2.4057
H 1.1219 -0.7329 3.4878
H -0.5756 -0.4046 3.1810
H -0.5034 -1.3505 1.1290
H 0.8139 -0.3462 0.5264
H 0.9837 -2.0166 1.5197
C -0.5516 0.0054 -1.5833
O 0.7414 0.2483 -0.6871
C -0.8554 1.2295 -2.4370
H -1.2879 -0.2672 -0.8904
H -0.4175 -0.9207 -2.1692
H 1.6817 0.4069 -0.7041
H -0.0733 1.8507 -2.9807
H -1.3193 1.9943 -1.8001
H -1.5927 0.9910 -3.1158
```

Energy above the lowest of the compared OMol25 structures with the same formula, charge and spin: 287.7 kJ/mol
Orbital gap: 12.279 eV
Calculated total energy: -6834.433 eV
HOMO: -0.574 hartree
Charge: +1